DFT (the ωB97M-V functional and the def2-TZVPD basis) results for a cluster of 2 separate species, C4H8P2 in total in a non-equilibrium geometry.

```
14
Properties=species:S:1:pos:R:3:lowdin_charge:R:1
H -1.98829 -0.74240 1.17802 -0.200
P -1.38494 0.27636 1.76642 0.792
C -0.95042 0.81606 0.26163 -0.628
C -0.45395 2.20509 -0.12031 -0.209
H -1.26847 0.21220 -0.53820 0.004
H 0.68715 2.10422 0.10190 0.077
H -0.90619 3.09282 0.45912 0.082
H -0.67387 2.35064 -1.24975 0.085
C 3.22020 -0.69839 1.06578 -0.178
C 3.62254 -0.06948 -0.21612 -0.700
P 3.65223 0.54597 -1.67328 0.715
H 2.16808 -0.42786 1.21519 0.066
H 3.89335 -0.29076 1.74632 0.047
H 3.35195 -1.70102 0.83584 0.046
```

Computed properties:
Calculated total energy = -839.7666 Eh
HOMO = -9.31 eV
HOMO-LUMO gap = 9.62 eV
SMILES string = [H]/P=C/C.CC#P

DFT (the ωB97M-V functional and the def2-TZVPD basis) results for a structure of composition C3H6N4 in a non-equilibrium geometry.

```
13
Properties=species:S:1:pos:R:3:lowdin_charge:R:1
C -1.66791 -0.72889 0.03093 -0.284
C -0.19551 -0.12850 -0.21727 -0.170
C 0.53478 1.10376 -0.12255 -0.180
H -3.51589 0.49983 -0.00684 0.092
H -2.00371 1.19929 0.96664 0.191
H -1.97936 -1.29786 -0.85442 0.085
H -1.54320 -1.69486 0.78933 0.143
H 0.43771 2.33391 -0.22767 0.164
H 0.71675 -2.02524 -0.03934 0.203
N -2.43835 0.51440 0.01428 -0.076
N 1.72032 0.76933 0.07977 -0.107
N 2.06098 -0.41649 0.09729 -0.002
N 0.92269 -0.93771 -0.01625 -0.060
```

Computed properties:
Calculated total energy = -336.7576 Eh
HOMO = -9.20 eV
HOMO-LUMO gap = 9.89 eV

DFT (the ωB97M-V functional and the def2-TZVPD basis) results for a cluster of 3 separate species, C2H8OS2 in total in a non-equilibrium geometry.

```
13
Properties=species:S:1:pos:R:3:mulliken_spin:R:1
C -0.96616 -1.12682 -1.14553 -0.061
S -1.17372 0.55366 -1.52782 0.899
S 0.60740 -0.47116 1.82388 0.077
C -0.45306 0.92215 1.60099 -0.009
H -0.50803 -1.22707 -0.15091 0.001
H -1.92940 -1.62736 -1.19356 0.053
H -0.27362 -1.57139 -1.86488 0.031
H -0.71669 1.33640 2.56586 -0.001
H 0.03686 1.69325 0.98900 -0.001
H -1.40708 0.60891 1.14309 0.005
H 1.78848 -0.38628 -0.15236 -0.005
H 1.24894 0.32895 -1.35571 -0.006
O 1.97704 -0.23633 -1.07364 0.019
```

Computed properties:
Calculated total energy = -952.1394 Eh
HOMO (alpha / beta) = -14.84 / -14.66 eV
Charge = +1
HOMO-LUMO gap (alpha / beta) = 5.21 / 5.29 eV
Multiplicity = 2

DFT (the ωB97M-V functional and the def2-TZVPD basis) results for a cluster of 9 separate species, C15H42O9 in total in a non-equilibrium geometry.

```
66
Properties=species:S:1:pos:R:3:lowdin_charge:R:1
C -7.05467 -9.90827 -19.05901 -0.007
C -8.45649 -10.48194 -18.80149 -0.489
C -8.65065 -11.93328 -18.76139 -0.022
O -9.28858 -9.73008 -18.36682 0.043
H -6.57916 -9.74430 -18.08032 0.093
H -7.05497 -8.97728 -19.62490 0.073
H -6.42223 -10.62652 -19.59278 0.074
H -8.65719 -12.49387 -19.70415 0.092
H -9.58491 -12.18977 -18.26827 0.070
H -7.84989 -12.39836 -18.07009 0.128
C -10.51598 -4.12290 -11.66012 -0.006
C -11.18756 -3.43632 -12.81262 -0.481
C -11.18248 -1.96492 -12.99151 0.004
O -11.77711 -4.12763 -13.60111 0.054
H -9.41981 -3.99708 -11.78239 0.108
H -10.84459 -5.14974 -11.62848 0.059
H -10.77096 -3.60393 -10.69799 0.105
H -10.33805 -1.58712 -12.41948 0.086
H -12.10041 -1.51307 -12.72059 0.084
H -11.04248 -1.71307 -14.06651 0.105
C -8.02974 -5.70629 -15.52180 -0.022
C -8.76426 -6.87729 -16.06189 -0.489
C -10.24245 -6.68050 -16.29472 -0.009
O -8.19335 -7.91084 -16.40460 0.039
H -8.07014 -4.83998 -16.23117 0.086
H -7.00982 -6.05588 -15.31747 0.083
H -8.45218 -5.39621 -14.53435 0.081
H -10.69569 -6.22303 -15.42410 0.062
H -10.66206 -7.66113 -16.53214 0.084
H -10.29355 -6.05108 -17.18414 0.060
C -9.17783 -3.19547 -19.40928 -0.170
O -9.08446 -3.96891 -18.25609 -0.140
H -10.07028 -3.49015 -20.00038 0.082
H -9.24081 -2.12289 -19.19367 0.081
H -8.30286 -3.36917 -20.03921 0.079
H -9.88474 -3.86223 -17.73441 0.050
C -10.04076 -6.35781 -20.42217 -0.136
O -9.97600 -7.78104 -20.69586 -0.122
H -9.61794 -5.80823 -21.24427 0.076
H -11.03558 -6.01603 -20.29735 0.062
H -9.47641 -6.15153 -19.54373 0.049
H -9.93664 -8.17635 -19.81241 0.033
C -9.78607 -8.03346 -12.20637 -0.144
O -9.97822 -6.94748 -13.09767 -0.157
H -10.02855 -9.02575 -12.66352 0.079
H -8.72511 -8.01340 -11.96364 0.080
H -10.35493 -7.92799 -11.26038 0.082
H -10.94035 -6.75282 -13.18387 0.086
C -5.66024 -6.01543 -18.80871 -0.149
O -5.68442 -4.78741 -19.53994 -0.103
H -6.62613 -6.55680 -18.73800 0.074
H -4.99812 -6.62723 -19.36199 0.061
H -5.29564 -5.91772 -17.80168 0.074
H -5.78603 -4.19239 -18.81297 0.051
C -12.67084 -4.42977 -16.73337 -0.157
O -11.71682 -3.58880 -16.14987 -0.127
H -13.47656 -3.83863 -17.19028 0.082
H -12.20421 -5.05933 -17.45723 0.053
H -13.17061 -4.97643 -15.93541 0.086
H -11.85603 -3.53239 -15.22970 -0.020
C -10.62713 -10.60118 -15.34169 -0.141
O -11.42873 -11.18095 -16.40534 -0.135
H -11.01202 -9.62318 -15.08064 0.055
H -10.89742 -11.27217 -14.50407 0.084
H -9.57145 -10.57911 -15.61219 0.077
H -11.01920 -10.75099 -17.14898 0.016
```

Computed properties:
Calculated total energy = -1273.7421 Eh
HOMO = -9.14 eV
HOMO-LUMO gap = 9.55 eV
SMILES string = CC(C)=O.CC(C)=O.CC(C)=O.CO.CO.CO.CO.CO.CO

DFT (the ωB97M-V functional and the def2-TZVPD basis) results for an isolated molecule of C2H7N5O in a non-equilibrium geometry.

```
15
Properties=species:S:1:pos:R:3:lowdin_charge:R:1
C -1.78870 2.02911 0.00140 -0.030
N -0.96637 1.07392 -0.44833 -0.077
N -0.18226 0.40889 0.37514 0.000
C 0.70428 -0.62976 -0.00889 -0.384
N 1.02469 -1.09140 -1.12978 0.006
N 0.51700 -0.63516 -2.33161 0.015
N 0.93684 -1.43884 1.18845 -0.073
O 1.59161 -0.63807 2.15167 -0.129
H -2.52925 2.49584 -0.68380 0.063
H -1.78557 2.22631 1.06013 0.040
H -0.29369 0.79738 1.34004 0.144
H 0.75692 -1.32011 -2.99751 0.056
H -0.45495 -0.35809 -2.24084 0.062
H 1.64406 -2.15958 0.83256 0.140
H 0.82539 -0.76044 2.89139 0.166
```

Computed properties:
Calculated total energy = -429.2554 Eh
HOMO = -8.03 eV
HOMO-LUMO gap = 8.70 eV
SMILES string = C=NN/C(=N\N)NO

DFT (the ωB97M-V functional and the def2-TZVPD basis) results for a structure of composition C28H56MgO17S7 in a non-equilibrium geometry.

```
109
Properties=species:S:1:pos:R:3:lowdin_charge:R:1
Mg -1.56704 10.37717 24.86636 0.995
C 4.18952 7.06884 22.61034 0.069
C 2.95674 7.35205 23.13735 -0.337
C 2.12390 8.46229 22.50034 -0.337
O 1.02863 8.87942 23.07447 -0.081
C 2.57138 9.25773 21.50286 0.046
C 3.68635 8.78957 20.73756 -0.276
C 4.59370 7.63251 21.34294 -0.389
O 5.49296 7.18599 20.74081 0.112
O 3.97745 9.10042 19.52546 -0.001
O 2.91540 6.92171 24.33931 0.008
H 4.84537 6.33133 23.04891 0.125
H 2.02395 10.11986 21.15151 0.124
C 10.42614 5.91840 21.45996 0.005
C 10.00529 7.00757 22.51548 -0.335
C 9.18675 6.57944 23.66004 -0.132
O 10.01535 6.73742 24.76476 0.093
C 11.19054 7.29221 24.45286 -0.445
O 12.06405 7.62204 25.27435 0.109
O 11.22102 7.50494 23.04884 0.035
H 9.62748 5.90301 20.71834 0.077
H 10.34631 4.96927 21.98994 0.076
H 11.42875 6.03654 21.04898 0.086
H 9.79402 7.96544 22.04015 0.153
H 8.70084 5.63374 23.41998 0.140
H 8.35910 7.28676 23.71286 0.137
C -0.44547 9.42665 16.26515 -0.013
C 0.04327 10.84326 16.65856 -0.282
C 1.21133 11.55087 15.87029 -0.050
O 0.72933 12.89682 15.57946 0.047
C -0.54102 13.06611 16.03506 -0.532
O -1.17364 14.07098 15.92461 0.155
O -0.94795 11.89011 16.64320 0.036
H -0.83415 9.42897 15.24681 0.081
H -1.24902 9.09690 16.92368 0.080
H 0.32781 8.66053 16.20857 0.085
H 0.31789 10.90170 17.71177 0.138
H 1.49013 11.03125 14.95358 0.129
H 2.05011 11.58542 16.56552 0.125
C 8.17280 8.71865 17.23440 -0.271
S 9.55670 9.62937 16.43969 0.835
O 10.07221 8.87876 15.22287 -0.580
C 10.74645 9.62347 17.93484 -0.233
H 8.40565 7.69244 17.51862 0.054
H 7.34799 8.71979 16.52182 0.043
H 7.82570 9.32047 18.07430 0.047
H 10.19318 9.58325 18.87314 0.030
H 11.29704 10.56132 18.00819 0.032
H 11.51203 8.85294 17.84383 0.045
C -3.47697 5.20913 27.09480 -0.272
S -3.28876 6.10249 25.51964 0.850
O -2.47707 7.38150 25.85771 -0.636
C -2.30593 4.77303 24.80048 -0.270
H -2.53335 4.92303 27.55938 0.063
H -4.19843 4.39856 26.99193 0.056
H -3.88217 5.96963 27.76229 0.044
H -2.80224 3.82818 25.02192 0.056
H -1.26101 4.91945 25.07399 0.068
H -2.40703 4.90042 23.72269 0.043
C -5.72521 12.34434 21.30643 -0.251
S -4.03547 12.36851 22.07377 0.843
O -3.67788 11.00467 22.74147 -0.669
C -3.04926 12.57790 20.58936 -0.279
H -6.14048 11.53262 20.70914 0.062
H -6.15268 13.27708 20.93851 0.059
H -6.22291 12.19741 22.26498 0.026
H -3.53762 12.26251 19.66734 0.053
H -2.09725 12.06544 20.72783 0.054
H -2.94536 13.59022 20.19884 0.061
C 3.46861 1.81853 26.05271 -0.253
S 5.26241 1.63806 26.47979 0.812
O 5.18760 0.76685 27.69336 -0.587
C 5.73012 0.49235 25.03819 -0.230
H 3.06639 2.67339 26.59634 0.041
H 3.11251 0.83599 26.36242 0.046
H 3.30984 2.02745 24.99477 0.042
H 5.00268 -0.31753 25.09315 0.047
H 6.73100 0.11653 25.25056 0.041
H 5.77216 1.14075 24.16303 0.040
C 4.49866 16.46202 15.96880 -0.212
S 5.33012 14.79004 16.55769 0.830
O 6.85931 14.94074 16.54107 -0.603
C 4.69642 14.64020 18.31847 -0.241
H 3.44066 16.20040 15.98569 0.022
H 4.74994 16.84951 14.98148 0.045
H 4.50601 17.25111 16.72073 0.036
H 4.85992 13.68830 18.82369 0.050
H 3.63522 14.68871 18.07436 0.026
H 5.09153 15.54804 18.77435 0.046
C 3.00878 9.86185 27.90749 -0.223
S 1.21726 10.02052 28.42437 0.850
O 0.44936 10.30267 27.13705 -0.692
C 0.80080 8.24660 28.79202 -0.232
H 2.88375 9.51307 26.88240 0.044
H 3.61307 9.12207 28.43253 0.052
H 3.46015 10.84549 27.77783 0.047
H 1.71040 7.76081 29.14522 0.039
H 0.50694 7.76214 27.86086 0.054
H 0.05869 8.09671 29.57619 0.045
C 1.70216 3.74160 20.18855 -0.264
S 3.05914 2.60539 19.67884 0.829
O 2.45250 1.64328 18.72568 -0.582
C 3.79366 3.77216 18.41735 -0.237
H 1.92952 4.77259 20.45960 0.041
H 1.32055 3.16975 21.03439 0.031
H 0.99709 3.85675 19.36531 0.056
H 3.60649 4.79875 18.73226 0.030
H 3.25726 3.70529 17.47083 0.053
H 4.85673 3.62159 18.22945 0.043
```

Computed properties:
Calculated total energy = -5366.3594 Eh
HOMO = -6.53 eV
HOMO-LUMO gap = 2.33 eV